# 1
Computed, not measured: a molecular structure, C30H36F40O7SSb, with the ωB97M-V functional and the def2-TZVPD basis.

```
115
Properties=species:S:1:pos:R:3
C -4.36987 -0.44366 2.70562
C -3.64983 -1.13583 1.53884
C -4.49047 -2.33380 1.06760
C -2.24577 -1.63122 1.91596
Sb -0.89005 -0.39160 3.19063
C 0.10876 0.38644 1.23838
S -0.86582 1.23971 0.12584
O -1.61226 2.31430 0.73388
O -0.10022 1.60115 -1.06716
H -5.44851 -0.62143 2.66350
H -4.21314 0.63415 2.68447
H -3.97195 -0.79229 3.66130
H -3.57808 -0.46293 0.67515
H -4.00367 -2.86498 0.24686
H -4.60060 -3.03084 1.90514
H -5.50146 -2.02829 0.77489
H -1.68688 -1.85811 0.99668
H -2.35284 -2.57569 2.46584
H 0.20473 -1.75471 3.18056
H 0.27864 0.53902 4.15467
H -1.94548 1.00497 3.19223
H -1.63165 -1.01536 4.66610
H 0.88231 1.11608 1.49446
H 0.53423 -0.44031 0.66491
H -1.75572 0.31195 -0.28773
C -0.90001 -2.91355 -4.45034
C -1.62306 -3.50454 -3.23562
C -3.14968 -3.60227 -3.31352
F -3.69956 -2.37650 -3.41366
F -3.60733 -4.19006 -2.18665
F -1.25938 -2.87180 -2.10883
F -1.19765 -4.80785 -3.14598
O -0.51244 -1.56739 -4.35559
C -1.30726 -0.53320 -4.73648
C -1.59031 0.39774 -3.55574
F -2.24372 -0.29415 -2.59924
F -2.38914 1.41132 -3.97369
F -2.44444 -0.94637 -5.33630
F -0.61910 0.19470 -5.65241
H 0.04066 -3.46313 -4.49835
H -1.44746 -3.12214 -5.37198
H -3.45078 -4.20687 -4.17355
H -0.66223 0.79809 -3.14245
C -0.21896 5.27728 -3.40083
C -0.95943 6.16045 -4.40814
C -1.31168 5.53507 -5.76076
F -0.18873 5.20591 -6.43237
F -1.99278 6.44534 -6.49472
F -0.29727 7.32042 -4.60321
F -2.16491 6.45962 -3.83492
O 1.18012 5.45929 -3.32034
C 2.04457 4.76737 -4.10960
C 2.92513 5.70710 -4.94647
F 2.15913 6.45792 -5.76144
F 3.75868 4.96361 -5.70891
F 1.42656 3.86171 -4.88523
F 2.88285 4.08394 -3.28994
H -0.59252 5.59321 -2.42797
H -0.49063 4.22577 -3.52019
H -1.93503 4.64796 -5.62614
H 3.50803 6.35413 -4.28894
C -4.99958 2.48609 7.57443
C -4.62713 3.41232 8.73526
C -3.47216 4.39510 8.51878
F -2.31581 3.73932 8.31967
F -3.34348 5.15633 9.63321
F -4.41653 2.70630 9.86410
F -5.72536 4.20996 8.94363
O -4.50280 1.17214 7.62264
C -3.28544 0.85653 7.06264
C -2.33237 0.27229 8.11562
F -2.14188 1.17131 9.11005
F -1.14428 0.00528 7.55027
F -2.73795 1.91099 6.44055
F -3.50165 -0.10502 6.15227
H -6.08107 2.37737 7.65801
H -4.79697 2.96560 6.61514
H -3.67760 5.04952 7.66814
H -2.76123 -0.64088 8.53282
C 3.12931 -5.13656 2.76953
C 2.15141 -4.02796 2.36771
C 1.94512 -3.81019 0.86872
F 3.12302 -3.42449 0.31414
F 1.05097 -2.82139 0.66917
F 2.50687 -2.87185 2.95030
F 0.93899 -4.42567 2.84818
O 4.43887 -4.72501 3.11262
C 5.42806 -4.61665 2.19246
C 5.98584 -3.18599 2.11498
F 5.02481 -2.32433 1.74277
F 6.96949 -3.15634 1.18315
F 5.06214 -5.05935 0.97616
F 6.46445 -5.39581 2.60692
H 2.71904 -5.53801 3.69474
H 3.13619 -5.94539 2.03734
H 1.58235 -4.71741 0.37764
H 6.39136 -2.89184 3.08431
C 3.78289 0.28693 -3.38613
C 2.90438 -0.93644 -3.13678
C 3.51160 -2.11571 -2.38518
F 4.53569 -2.66867 -3.07615
F 2.53696 -3.03261 -2.21326
F 2.36153 -1.36149 -4.29564
F 1.89695 -0.50172 -2.32967
O 4.34053 0.41127 -4.67813
C 5.53906 -0.13134 -4.99675
C 5.40778 -1.15498 -6.13420
F 4.60254 -2.16800 -5.76032
F 6.63253 -1.66372 -6.40976
F 6.17028 -0.66656 -3.93706
F 6.33211 0.86242 -5.47991
H 3.09751 1.12926 -3.29775
H 4.53346 0.41136 -2.60378
H 3.86091 -1.79080 -1.40140
H 5.00368 -0.67037 -7.02435
```

## Properties
- Electronic energy: -172095.4834 eV
- Highest occupied orbital energy: -0.15074 hartree
- Strongest force on any atom: 0.8 eV/A
- Orbital gap: 6.21 eV
- Total charge: -1


# 2
Computed, not measured: a molecular structure, C30H36F7NO7P2Pd, with the ωB97M-V functional and the def2-TZVPD basis.

```
84
Properties=species:S:1:pos:R:3
Pd 0.40780 0.11995 0.79293
C -1.48960 -2.79821 4.94400
C -2.84957 -2.56705 4.31951
C -3.97609 -2.61354 5.33471
O -2.90690 -1.25772 3.71935
P -2.45148 -1.05122 2.18657
O -2.02295 -2.28661 1.53073
C -1.29529 0.31826 2.25435
P 0.33142 0.10273 3.20821
O 1.06216 -1.17023 3.40618
O -0.42631 0.24068 4.70974
C -0.94051 1.44508 5.23564
C -2.32090 1.16839 5.81680
C 0.00544 1.97896 6.30424
O 1.05741 1.54333 3.41019
C 2.24945 1.96690 2.73212
C 1.92052 3.15027 1.84658
C 3.27406 2.29367 3.80510
O -3.79102 -0.47132 1.53327
C -4.44915 0.69439 2.05452
C -5.84923 0.27924 2.46707
C -4.43040 1.77784 0.99236
H -1.46185 -3.78909 5.40578
H -1.28546 -2.03750 5.69893
H -0.69890 -2.72937 4.19707
H -3.01953 -3.30176 3.52895
H -3.81424 -1.85147 6.09967
H -4.00540 -3.59261 5.81780
H -4.93835 -2.42973 4.85495
H -1.73597 1.16288 2.79104
H -1.25353 0.79066 1.22078
H -1.02938 2.20750 4.45119
H -2.24005 0.41579 6.60549
H -2.99178 0.77606 5.05387
H -2.74603 2.07978 6.24634
H 0.11187 1.23338 7.09618
H -0.38246 2.90275 6.74350
H 0.98377 2.17024 5.86890
H 2.60726 1.14764 2.11162
H 1.45754 3.94641 2.43806
H 1.25008 2.83304 1.04528
H 2.83299 3.53725 1.38606
H 2.92417 3.11674 4.43501
H 4.21667 2.58997 3.33918
H 3.45205 1.42153 4.43543
H -3.92051 1.04110 2.94913
H -6.37243 -0.13867 1.60535
H -6.40756 1.14493 2.83146
H -5.80738 -0.47437 3.25439
H -5.12463 1.52797 0.18628
H -3.43983 1.85662 0.54042
H -4.72755 2.73830 1.42023
F 5.45560 -1.78343 0.98366
C 4.55115 -1.03493 0.27767
C 3.28497 -0.84041 0.77906
C 2.33170 -0.08064 0.07126
C 2.74276 0.44412 -1.17750
C 4.03347 0.22209 -1.62697
F 4.44363 0.76170 -2.82014
C 4.97580 -0.50620 -0.92805
C 1.75999 1.17239 -2.02999
C 1.52707 0.78530 -3.35014
C 0.54475 1.42912 -4.08091
C -0.18064 2.44528 -3.47724
C 0.11806 2.75913 -2.16045
N 1.06809 2.15735 -1.45370
H 3.01810 -1.28529 1.73260
H 5.97846 -0.64869 -1.30441
H 2.09283 -0.03237 -3.77585
H 0.32801 1.12435 -5.09818
H -0.98338 2.95466 -3.99402
H -0.45118 3.52249 -1.64048
F -4.42553 -0.17737 -5.73529
C -3.78716 0.10406 -4.56817
C -4.01965 1.28737 -3.89359
F -4.86811 2.19758 -4.43077
C -3.39932 1.54796 -2.68916
F -3.63937 2.75208 -2.10555
C -2.48987 0.65759 -2.04681
O -1.90386 0.91799 -0.96496
C -2.28938 -0.54381 -2.79509
F -1.41763 -1.44701 -2.31864
C -2.90711 -0.80459 -3.99583
F -2.66428 -1.96488 -4.64690
```

## Properties
- Electronic energy: -88601.4171 eV
- Highest occupied orbital energy: -0.04685 hartree
- Strongest force on any atom: 0.5 eV/A
- Orbital gap: 5.57 eV
- Total charge: -2


# 3
Computed, not measured: a molecular structure, C30H36GeN5O10SW in a non-equilibrium geometry, with the ωB97M-V functional and the def2-TZVPD basis.

```
84
Properties=species:S:1:pos:R:3
W 0.13594 -0.36043 1.55231
N 2.70915 -0.40457 2.64760
C 2.59208 -0.22057 4.10769
C 1.37685 0.69133 4.38308
O 1.24575 1.28922 5.42493
O 0.58024 0.75809 3.36999
H 3.31179 -1.20812 2.47444
H 3.17509 0.41455 2.25266
H 3.48708 0.22558 4.55229
H 2.39541 -1.18868 4.57790
O 1.50985 -7.31590 0.49168
C 0.86950 -6.70278 -0.36210
O 0.47570 -7.01696 -1.48362
C 0.50568 -5.22355 0.06532
C -0.02237 -4.30837 -0.85062
C -0.28047 -3.01055 -0.47290
N -0.05402 -2.54055 0.77402
C 0.45995 -3.44595 1.66668
C 0.74081 -4.76724 1.35087
C 0.74749 -2.84886 2.99082
O 1.31711 -3.42032 3.90588
O 0.37180 -1.58903 3.03151
H -0.22166 -4.63880 -1.85801
H -0.68066 -2.30314 -1.18917
H 1.15895 -5.42489 2.09788
C 0.76740 3.65110 -2.05706
C 2.11191 2.94040 -2.22508
N 2.16179 2.06590 -3.37324
C 1.87981 2.65559 -4.67280
C 0.50588 2.22564 -5.17988
C 2.57351 0.77553 -3.36541
O 2.83032 0.18620 -4.40141
C 2.71287 0.06516 -2.05086
C 3.89162 -0.66425 -1.78486
C 3.82509 -1.59358 -0.74334
C 2.73531 -1.64137 0.08170
N 1.65524 -0.75619 -0.00214
C 1.64940 -0.03112 -1.19168
H 0.75260 4.16584 -1.09850
H -0.05678 2.93943 -2.08499
H 0.61322 4.39176 -2.84058
H 2.33301 2.34726 -1.33660
H 2.90556 3.69679 -2.33391
H 2.64426 2.31263 -5.37730
H 1.94295 3.74171 -4.57930
H 0.52324 1.16321 -5.40546
H 0.24760 2.77527 -6.08194
H -0.25665 2.39478 -4.42462
H 4.74935 -0.58331 -2.42892
H 4.62708 -2.30185 -0.59420
H 2.64665 -2.43826 0.81748
H 0.71122 0.43582 -1.46105
C -2.62952 2.54543 0.75548
Ge -1.15120 2.09512 2.06094
C -2.04473 1.33397 3.73127
C -0.71315 3.91005 2.85918
C 0.52860 1.70842 1.02252
H -2.71435 3.62313 0.66812
H -3.58408 2.16301 1.09958
H -2.42800 2.14911 -0.23504
H -3.05906 1.72494 3.76744
H -1.49857 1.70173 4.59675
H -2.07157 0.24748 3.77871
H -1.55635 4.34408 3.38584
H -0.39704 4.60921 2.09183
H 0.09612 3.79539 3.57520
H 1.32470 2.30223 1.48656
H 0.34958 2.10606 0.02207
O -1.74983 -0.73360 1.93842
C -2.15838 -0.59269 0.69403
N -1.15426 -0.15321 -0.13968
S -1.80794 0.00559 -1.66752
O -1.23705 -0.95134 -2.57746
O -1.65429 1.38099 -2.09084
C -3.46803 -0.43463 -1.22351
C -4.60778 -0.56328 -1.97000
C -5.76924 -1.00892 -1.34092
C -5.76803 -1.29518 0.03289
C -4.63532 -1.16712 0.79172
C -3.43572 -0.75567 0.16029
H -4.61074 -0.32052 -3.02216
H -6.67469 -1.13150 -1.91486
H -6.68176 -1.62428 0.50847
H -4.62880 -1.37362 1.84952
```

## Properties
- Electronic energy: -128798.0958 eV
- Highest occupied orbital energy (spin up / spin down): -0.14941 / -0.21616 hartree
- 2S+1: 3
- Strongest force on any atom: 4.0 eV/A
- Orbital gap (spin up / spin down): 4.78 / 6.66 eV
- Total charge: -1


# 4
Computed, not measured: a molecular structure, C30H36N4NbO9PS in a non-equilibrium geometry, with the ωB97M-V functional and the def2-TZVPD basis.

```
82
Properties=species:S:1:pos:R:3
N 2.95629 4.66033 0.49394
P 1.26744 4.48074 -0.05801
O 0.41523 5.88993 0.54222
Nb 0.11201 2.51819 1.18890
C 1.71088 2.62459 2.78631
C 2.95263 1.56998 2.65183
C 2.52330 -0.01417 2.95719
S 3.80520 -1.25133 2.36711
C 1.18720 0.97717 -0.07777
C 0.78632 1.27649 -1.67213
C 2.11313 1.26764 -2.67191
C 1.99240 0.54013 -4.14026
C 3.27508 0.47079 -5.19678
C 4.70648 1.12823 -4.73239
C 4.87030 1.88477 -3.27808
C 3.57301 1.96242 -2.27075
C -1.12762 4.01805 2.41969
O -2.41292 4.26488 2.11337
O -0.42849 4.65263 3.57184
H 2.90515 5.20670 1.40354
H 3.37580 3.73250 0.76026
H 1.08763 6.64147 0.66589
H -1.26593 2.47594 -0.00361
H -0.66866 1.15174 2.13770
H 2.13047 3.71772 2.83519
H 1.18709 2.40138 3.83555
H 3.71925 1.84063 3.52586
H 3.57734 1.68076 1.65160
H 1.43250 -0.25074 2.60507
H 2.51359 -0.09339 4.14757
H 3.75132 -1.28240 0.95430
H 0.72457 -0.08315 0.15949
H 2.35004 0.93713 0.01268
H 0.11925 2.23785 -1.79828
H 0.11106 0.36749 -2.04894
H 0.98338 0.03282 -4.51194
H 3.22744 -0.03325 -6.25378
H 5.65713 1.11401 -5.42696
H 5.87478 2.37598 -2.88725
H 3.57796 2.50125 -1.20471
C -5.20749 -1.45869 -4.16665
C -4.22924 -2.40724 -3.86428
C -3.10942 -2.04300 -3.11413
C -2.98105 -0.72110 -2.66594
C -3.95782 0.23501 -2.97458
C -5.07190 -0.14046 -3.72792
N -1.81885 -0.33803 -1.85538
O -0.96712 -1.20792 -1.61969
O -1.75789 0.83151 -1.44980
H -6.08166 -1.74878 -4.74707
H -4.34127 -3.43230 -4.21105
H -2.35594 -2.79398 -2.88684
H -3.86839 1.26556 -2.63737
H -5.83713 0.59370 -3.97016
C -10.66573 -0.17208 -1.10395
C -9.59047 -0.90634 -0.60116
C -8.92431 -1.82112 -1.41897
C -9.34237 -1.99004 -2.74617
C -10.42642 -1.25983 -3.25124
C -11.08659 -0.34998 -2.42298
N -8.63007 -2.93151 -3.61838
O -7.68817 -3.57265 -3.12901
O -9.00834 -3.02829 -4.79464
H -11.17845 0.54413 -0.46413
H -9.26930 -0.76320 0.42836
H -8.08812 -2.38560 -1.01217
H -10.76453 -1.38462 -4.27781
H -11.92729 0.22385 -2.80661
C 6.02094 -2.83126 4.73486
C 6.54624 -4.10755 4.52681
C 7.76342 -4.46680 5.10887
C 8.44701 -3.53734 5.90484
C 7.92574 -2.25280 6.10908
C 6.70901 -1.90412 5.51944
N 9.71439 -3.91743 6.54025
O 10.15206 -5.05657 6.31997
O 10.27183 -3.07951 7.26357
H 5.06876 -2.55764 4.28354
H 6.00481 -4.82411 3.91284
H 8.15936 -5.46535 4.93717
H 8.44817 -1.51996 6.72043
H 6.29455 -0.91043 5.67448
```

## Properties
- Electronic energy: -77729.8909 eV
- Highest occupied orbital energy: -0.00859 hartree
- Strongest force on any atom: 6.6 eV/A
- Orbital gap: 1.71 eV
- Total charge: -2


# 5
Computed, not measured: 2 unconnected molecules or ions with the total composition C30H36NO in a non-equilibrium geometry, with the ωB97M-V functional and the def2-TZVPD basis.

```
68
Properties=species:S:1:pos:R:3
C -4.81876 3.14906 4.17723
C -3.99791 2.15323 3.42406
C -3.35043 1.12378 4.09701
C -2.59191 0.16164 3.43348
C -2.00293 -0.89204 4.33121
C -2.44977 0.22365 2.03110
C -1.66550 -0.83988 1.23549
C -2.33172 -2.22543 1.33615
C -0.15915 -0.96623 1.60793
C 0.64655 0.23662 1.37851
C 1.90537 0.56316 1.91763
C 2.40457 1.91819 1.79520
C 1.55511 3.00383 1.20360
C 3.66155 2.26556 2.26506
C 4.49386 1.34378 2.90993
C 5.87273 1.71900 3.33988
C 3.99981 0.05253 3.11372
C 2.75273 -0.35687 2.65359
C 2.33236 -1.74455 3.01737
C -3.10950 1.26317 1.34234
C -3.04276 1.38630 -0.15594
C -3.86184 2.20605 2.03802
H -5.25620 3.87701 3.49629
H -5.63573 2.67245 4.72834
H -4.22450 3.69446 4.91680
H -3.43699 1.04989 5.18017
H -1.51706 -1.72969 3.83222
H -1.27449 -0.43884 5.02094
H -2.78962 -1.31417 4.97634
H -1.69496 -0.56201 0.17220
H -3.37042 -2.17075 0.98233
H -1.80135 -2.96358 0.71626
H -2.35134 -2.59135 2.37080
H -0.10296 -1.16543 2.68093
H 0.23938 -1.87298 1.10287
H 0.13804 1.01969 0.80792
H 2.12055 3.94442 1.19773
H 1.28084 2.77316 0.16832
H 0.62694 3.19397 1.76401
H 4.01540 3.29177 2.12028
H 6.36682 0.86787 3.80422
H 6.48222 2.04408 2.49238
H 5.86533 2.54477 4.05493
H 4.62883 -0.66812 3.65231
H 3.19837 -2.28101 3.42523
H 1.56257 -1.77497 3.80518
H 1.97842 -2.31665 2.15360
H -3.62905 2.25182 -0.47763
H -2.01762 1.54274 -0.51325
H -3.45038 0.50922 -0.67412
H -4.35940 3.00350 1.48591
O 2.13870 -2.36641 -5.90753
C 1.55003 -2.92888 -4.81816
C 1.93639 -2.61118 -3.47628
C 1.21360 -3.16582 -2.42033
C 0.19672 -4.12258 -2.76531
N -0.25724 -4.71199 -1.60692
C 0.37285 -4.14221 -0.52027
C 1.25094 -3.16192 -0.97296
C -0.15064 -4.46970 -4.06195
C 0.50392 -3.82902 -5.10863
H 2.84434 -1.76488 -5.61939
H 2.80343 -1.98022 -3.29008
H -0.91430 -5.49078 -1.60287
H 0.18736 -4.52855 0.47877
H 1.88581 -2.52926 -0.35148
H -0.93568 -5.20234 -4.23454
H 0.21993 -3.99387 -6.14091
```

## Properties
- Electronic energy: -35225.2995 eV
- Highest occupied orbital energy: -0.35901 hartree
- Strongest force on any atom: 1.8 eV/A
- Orbital gap: 4.42 eV
- Total charge: +1


What is the formula in the fourth record?
C30H36N4NbO9PS